Entry from the Open Molecules 2025 dataset: C4H6N2S in the gas phase at a distorted geometry (ωB97M-V/def2-TZVPD).

Geometry (Å):
H 2.07 -2.57 -0.07
N 1.54 -1.66 0.09
C 2.39 -0.69 -0.05
N 2.08 0.69 -0.07
C 0.92 1.42 0.00
C -0.42 1.17 0.11
C -1.13 -0.12 0.11
S -2.75 -0.34 -0.06
H 3.50 -0.78 -0.12
H 2.91 1.32 -0.06
H 1.14 2.52 -0.11
H -1.08 2.03 0.16
H -0.48 -0.97 0.01

For the total energy, the calculation gives -663.6554 hartree. For the energy above the lowest of the compared OMol25 structures with the same formula, charge and spin, the calculation gives 1.990 eV. Its net charge is 0. As for the maximum force: 2.5 eV/Å. Its SMILES is [H]/N=C/N/C=C\C=S. The calculation puts the LUMO energy at -0.30 eV.

Entry from the Open Molecules 2025 dataset: a molecular structure, C23H28IrN7O3S at a distorted geometry (ωB97M-V/def2-TZVPD).

Geometry (Å):
Ir 0.09 -0.49 -0.41
C 3.89 -1.73 -2.43
C 3.03 -1.11 -1.34
O 1.97 -0.50 -1.70
C 3.51 -1.24 -0.03
C 2.91 -0.76 1.14
C 3.65 -0.88 2.45
N 1.71 -0.17 1.13
N 1.23 0.30 2.26
C 0.00 0.84 2.19
O -0.63 1.00 1.09
C -0.63 1.22 3.44
C 0.04 1.12 4.67
C -0.61 1.41 5.84
C -1.94 1.81 5.83
C -2.61 1.92 4.61
C -1.97 1.64 3.43
H 3.32 -1.80 -3.35
H 4.23 -2.72 -2.14
H 4.77 -1.10 -2.61
H 4.45 -1.76 0.09
H 4.63 -1.34 2.30
H 3.07 -1.46 3.16
H 3.78 0.11 2.88
H 1.07 0.80 4.66
H -0.09 1.33 6.78
H -2.46 2.02 6.75
H -3.65 2.22 4.59
H -2.47 1.72 2.48
O -0.51 -2.12 1.13
N -0.64 -3.37 0.74
C -0.61 -4.34 1.70
C -0.77 -5.66 1.38
C -0.93 -6.04 0.05
C -0.93 -5.05 -0.93
C -0.79 -3.71 -0.58
S -0.83 -2.46 -1.77
H -0.47 -3.97 2.70
H -0.78 -6.40 2.18
H -1.03 -7.08 -0.22
H -1.03 -5.29 -1.97
C -1.36 0.77 -3.09
N -1.76 1.82 -4.03
C -0.58 2.59 -4.39
N 0.07 3.19 -3.23
C 0.43 2.12 -2.30
N -0.74 1.33 -1.89
C -1.69 2.24 -1.26
N -2.10 3.31 -2.16
C -2.69 2.71 -3.35
C -0.91 4.05 -2.57
H -0.66 0.10 -3.58
H -2.25 0.20 -2.80
H -0.87 3.38 -5.08
H 0.14 1.92 -4.88
H 0.89 2.56 -1.41
H 1.16 1.46 -2.77
H -1.24 2.68 -0.37
H -2.57 1.68 -0.94
H -2.99 3.51 -4.04
H -3.58 2.15 -3.06
H -0.45 4.50 -1.69
H -1.21 4.84 -3.26

For the total energy, the calculation gives -2004.6903 hartree. For the energy above the lowest of the compared OMol25 structures with the same formula, charge and spin, the calculation gives 2.254 eV. Its net charge is -1. As for the maximum force: 3.4 eV/Å. As for the spin multiplicity: 2. The calculation puts the LUMO energy (spin up / spin down) at 2.80 / 2.80 eV.

Entry from the Open Molecules 2025 dataset: 2 unconnected molecules or ions with the total composition C2H5OS at a distorted geometry (ωB97M-V/def2-TZVPD).

Geometry (Å):
S -1.13 -1.69 -1.86
H -1.54 -0.72 -1.14
O 0.89 1.41 2.53
C 0.32 1.28 1.38
C 1.17 0.93 0.21
H -0.63 0.90 1.41
H 1.69 -0.07 0.52
H 1.79 1.76 -0.08
H 0.66 0.61 -0.72

For the total energy, the calculation gives -552.6152 hartree. For the energy above the lowest of the compared OMol25 structures with the same formula, charge and spin, the calculation gives 1.148 eV. Its net charge is -1. As for the maximum force: 7.2 eV/Å. The calculation puts the LUMO energy at 3.29 eV.